{
  "formula": "C5H12N2O2",
  "method": "ωB97M-V/def2-TZVPD",
  "homo_ev": -7.5,
  "homo_lumo_gap_ev": 8.3,
  "lumo_ha": 0.031,
  "fmax_ev_per_a": 3.83,
  "e_above_lowest_kj_mol": 615.6,
  "elements": ["C", "C", "C", "C", "C", "N", "N", "O", "O", "H", "H", "H", "H", "H", "H", "H", "H", "H", "H", "H", "H"],
  "coordinates": [[-1.1002, -0.2899, 0.0560], [-1.3489, -1.5817, -0.9037], [-2.1480, 0.7121, 0.2790], [0.5424, 1.7347, 0.2198], [2.4605, -1.4508, 0.6901], [0.2290, 0.3159, 0.0095], [-0.1735, -0.5374, 1.0069], [1.5559, 2.1245, -0.7501], [2.7157, -0.5066, -0.0358], [-1.8377, -1.4233, -1.7824], [-1.9813, -2.2782, -0.3026], [-0.4180, -2.0691, -1.3154], [-3.0717, 0.2515, 0.6427], [-2.4794, 1.0622, -0.8007], [-1.7298, 1.4077, 1.0193], [0.9472, 1.8837, 1.2266], [-0.3344, 2.4531, -0.0056], [3.3875, -1.8970, 1.1524], [1.4328, -1.7698, 0.8462], [2.4551, 1.8278, -0.5001], [0.8967, 0.0306, -0.7522]],
  "forces_ev_per_a": [[-0.300, -2.554, -2.238], [1.300, 0.414, 2.354], [-1.930, 0.150, -2.251], [0.760, 2.289, -1.050], [2.236, 0.482, -0.418], [1.157, 1.235, -3.046], [0.877, -1.173, 3.538], [-0.581, -0.337, 0.608], [-0.110, -0.229, 0.065], [-1.976, 1.012, -2.402], [0.814, 0.331, -0.354], [-0.502, 0.476, 1.330], [0.253, -0.029, 0.348], [0.729, 0.326, 2.226], [-0.785, 0.206, -0.570], [-0.467, -0.218, -0.040], [1.401, -1.414, 0.485], [-1.028, -0.304, 0.181], [-0.158, -0.312, 0.257], [-0.916, -0.076, 0.139], [-0.771, -0.276, 0.839]],
  "lowdin_charge": [-0.574, 0.005, -0.046, -0.171, -0.087, -0.138, 0.013, -0.074, -0.057, 0.007, 0.087, 0.085, 0.080, 0.130, 0.077, 0.132, 0.145, 0.093, 0.049, 0.085, 0.158]
}


{
  "formula": "C5H12N2O3",
  "method": "ωB97M-V/def2-TZVPD",
  "homo_ev": -9.2,
  "homo_lumo_gap_ev": 9.9,
  "smiles": "C[C@@]1([O-])[NH2+][C@@](C)([O-])[N+]1(C)O",
  "lumo_ha": 0.028,
  "fmax_ev_per_a": 0.47,
  "e_above_lowest_kj_mol": 334.7,
  "elements": ["C", "C", "N", "C", "O", "O", "H", "H", "H", "H", "H", "H", "H", "C", "C", "N", "O", "H", "H", "H", "H", "H"],
  "coordinates": [[1.7630, 0.1576, -0.9261], [-0.4343, -2.3669, 0.5331], [0.7781, -0.0264, 0.1346], [-0.6040, -1.1035, -0.2808], [1.4272, -0.3052, 1.3478], [-0.8139, -1.1041, -1.4914], [1.1156, 0.4752, 1.8947], [2.4642, -0.6740, -0.8838], [2.3018, 1.0951, -0.7837], [1.2421, 0.1468, -1.8805], [0.3121, -2.9907, 0.0428], [-0.1203, -2.1739, 1.5566], [-1.3864, -2.9015, 0.5256], [-0.5355, 2.0464, -0.7453], [-0.2507, 1.1862, 0.4696], [-1.4568, 0.0005, 0.5036], [-0.0176, 1.6977, 1.5842], [-1.6641, -0.1956, 1.4803], [-2.3066, 0.2060, -0.0148], [-1.3768, 2.6953, -0.5001], [0.3306, 2.6794, -0.9365], [-0.7676, 1.4555, -1.6298]],
  "forces_ev_per_a": [[-0.108, 0.020, 0.128], [0.030, 0.090, -0.015], [-0.322, 0.009, 0.196], [0.049, 0.342, 0.198], [-0.268, 0.144, -0.341], [0.062, 0.080, 0.194], [0.017, -0.028, -0.045], [-0.018, 0.020, 0.007], [-0.012, -0.015, -0.004], [-0.018, -0.005, 0.010], [-0.022, 0.021, 0.002], [-0.018, 0.012, -0.027], [0.029, 0.035, -0.010], [0.020, -0.098, 0.059], [0.126, -0.436, -0.121], [0.371, 0.020, -0.134], [-0.045, -0.144, -0.082], [0.042, -0.003, -0.044], [0.061, -0.010, -0.010], [0.022, -0.021, 0.005], [-0.010, -0.018, 0.013], [0.011, -0.015, 0.019]],
  "lowdin_charge": [-0.008, -0.001, -0.180, -0.572, -0.015, -0.010, 0.095, 0.101, 0.102, 0.090, 0.093, 0.073, 0.090, 0.002, -0.568, 0.195, -0.037, 0.145, 0.145, 0.093, 0.091, 0.078]
}


{
  "formula": "C5H12N3",
  "method": "ωB97M-V/def2-TZVPD",
  "homo_ev": -13.3,
  "homo_lumo_gap_ev": 10.4,
  "smiles": "C=C[C@H](NC)/[NH+]=C/N",
  "lumo_ha": -0.106,
  "fmax_ev_per_a": 5.61,
  "e_above_lowest_kj_mol": 271.2,
  "charge": 1,
  "elements": ["C", "C", "C", "C", "C", "N", "N", "N", "H", "H", "H", "H", "H", "H", "H", "H", "H", "H", "H", "H"],
  "coordinates": [[2.0478, -0.6021, -1.5586], [1.5308, 0.2620, -0.6505], [-0.4211, -1.8085, 0.6523], [-1.5102, 2.4691, -0.2681], [0.0093, 0.5127, -0.4921], [-0.5017, -2.7120, 1.6023], [-0.2580, 1.7821, -0.2040], [-0.3372, -0.5389, 0.8481], [3.1971, -0.4934, -1.4120], [1.5548, -1.3218, -2.1452], [2.0940, 0.9222, -0.0007], [-0.2430, -2.0133, -0.4013], [-1.4774, 2.9093, 0.6935], [-1.5672, 3.1795, -1.0571], [-2.2314, 1.7657, -0.4851], [-0.5162, -0.1842, -1.0719], [-0.5585, -3.7095, 1.3360], [-0.6660, -2.5102, 2.6352], [0.4547, 2.2591, 0.2187], [-0.6008, -0.1678, 1.7606]],
  "forces_ev_per_a": [[3.031, 2.936, 3.691], [-2.111, -0.708, -1.453], [0.996, 1.551, 0.222], [1.596, 0.258, 0.259], [3.182, -1.702, 1.758], [-0.784, -2.016, 1.385], [-1.157, -1.340, -2.102], [-0.885, 0.608, 0.800], [-1.953, -1.074, -1.222], [-0.454, -0.494, -0.834], [0.506, -0.214, -0.245], [-0.158, -1.194, 0.208], [-1.613, 0.928, 0.849], [0.266, 0.870, -0.562], [-2.050, -1.371, 0.264], [-1.329, 0.567, -1.965], [0.023, 1.051, 0.350], [0.386, -0.106, -2.220], [2.135, 1.385, 0.943], [0.373, 0.066, -0.127]],
  "lowdin_charge": [0.050, -0.112, -0.229, -0.025, -0.241, 0.152, -0.040, 0.100, 0.110, 0.048, 0.106, 0.150, 0.091, 0.088, 0.073, 0.116, 0.142, 0.172, 0.103, 0.147]
}


{
  "formula": "C5H12N3",
  "method": "ωB97M-V/def2-TZVPD",
  "homo_ev": -13.1,
  "homo_lumo_gap_ev": 9.9,
  "lumo_ha": -0.120,
  "fmax_ev_per_a": 5.51,
  "e_above_lowest_kj_mol": 496.3,
  "charge": 1,
  "elements": ["C", "C", "C", "C", "C", "N", "N", "N", "H", "H", "H", "H", "H", "H", "H", "H", "H", "H", "H", "H"],
  "coordinates": [[-0.3284, 1.4098, 0.4002], [-0.2620, -1.0172, -0.6290], [0.2203, -1.2000, 0.5602], [0.4696, -0.8173, -1.8832], [-0.5126, -1.6211, 1.7392], [0.6477, 1.9640, 0.0748], [-1.3778, 1.0072, 0.9492], [1.5967, 2.4549, -0.6758], [-1.3449, -1.1080, -0.7130], [1.4348, -1.0464, 0.6581], [0.0712, -0.0261, -2.3896], [0.2367, -1.6093, -2.5323], [1.4537, -0.5724, -1.6914], [-0.0913, -2.4767, 2.1172], [-1.5589, -1.9376, 1.5453], [-0.6431, -0.7296, 2.4593], [-1.8043, 0.0610, 0.4769], [-2.0797, 1.6428, 1.3204], [2.5028, 2.5135, -0.3304], [1.3694, 3.1088, -1.4561]],
  "forces_ev_per_a": [[2.937, 2.144, -1.146], [-1.166, -0.523, -1.012], [4.650, 0.007, 0.518], [-1.179, -0.392, 1.240], [-2.606, 2.744, 0.849], [-0.442, -0.424, 0.084], [-4.433, -3.195, -0.684], [-1.601, 0.821, -2.154], [-0.227, -0.392, -0.365], [-3.067, -0.579, -0.025], [-1.170, 2.561, -1.440], [0.518, -1.480, -0.835], [2.347, -0.197, 0.053], [1.299, -1.700, 1.612], [0.377, 0.281, -0.412], [0.682, -1.789, -0.458], [1.370, 2.917, 1.752], [0.362, 0.140, 0.110], [1.508, -0.030, 1.161], [-0.161, -0.916, 1.151]],
  "lowdin_charge": [-0.150, -0.249, -0.241, -0.058, -0.107, 0.114, 0.178, 0.130, 0.117, 0.186, 0.050, 0.087, 0.063, 0.056, 0.100, 0.110, 0.187, 0.159, 0.103, 0.164]
}